[1]
This record from the Open Molecules 2025 dataset describes a cluster of 15 separate species, C4H28BO22 in total. The level of theory is wB97M-V/def2-TZVPD.

```
55
Properties=species:S:1:pos:R:3:forces:R:3:nbo_charge:R:1
O -0.919516 1.265527 -2.324412 0.33 0.29 0.32 -0.589
C -0.589821 0.942299 -1.218652 -0.16 -0.29 -0.37 0.714
O -0.016293 -0.198222 -0.876576 0.09 0.01 0.12 -0.646
B 0.291778 -0.180153 0.549119 0.02 -0.03 0.62 1.183
O -0.342703 1.051540 1.080653 0.02 0.11 -0.52 -0.646
C -0.767244 1.779457 0.062511 0.44 0.20 0.56 0.700
O -1.141054 2.917383 0.129263 -0.28 -0.14 -0.29 -0.604
O 1.757796 -0.165269 0.798118 -0.24 -0.02 -0.13 -0.678
C 2.046590 -1.043533 1.744679 0.39 0.32 0.36 0.698
O 3.085648 -1.128236 2.335812 -0.04 -0.17 -0.17 -0.563
C 0.778417 -1.855587 2.042258 -0.31 0.08 0.21 0.700
O -0.201044 -1.330328 1.332204 -0.01 -0.13 -0.39 -0.649
O 0.674756 -2.763283 2.822423 0.02 0.04 -0.27 -0.588
O -0.862303 -4.686528 1.084995 -0.08 -0.01 0.02 -0.942
H -0.490609 -5.449938 1.535363 0.01 -0.02 0.00 0.460
H -0.636978 -3.933619 1.645400 0.03 -0.04 0.00 0.475
O -0.599620 5.360562 1.391656 0.10 0.03 -0.21 -0.956
H -0.626451 6.234486 0.993265 0.00 0.05 0.07 0.465
H -0.743365 4.749408 0.656011 -0.10 -0.03 0.22 0.488
O 0.716836 -2.869232 -2.347550 0.12 -0.16 0.02 -0.943
H 1.480698 -3.407565 -2.570718 0.01 0.00 -0.03 0.473
H 1.002937 -2.321943 -1.611321 -0.04 0.16 -0.07 0.479
O 1.126782 3.526444 3.435357 0.04 -0.16 0.03 -0.942
H 0.467224 3.564410 2.733359 -0.07 0.18 0.03 0.484
H 1.970575 3.560485 2.978115 0.01 0.03 -0.01 0.458
O -3.282031 0.266633 2.188295 -0.07 0.08 -0.09 -0.937
H -3.960262 0.057120 1.539878 -0.02 -0.06 0.01 0.464
H -2.452849 0.016837 1.768018 0.08 -0.06 0.12 0.473
O 3.623114 -0.442174 -1.543656 -0.09 0.01 -0.09 -0.945
H 3.050704 0.080820 -0.971040 0.04 -0.09 0.13 0.479
H 4.099817 0.201371 -2.074189 0.05 -0.01 0.01 0.465
O -0.025921 0.057107 -4.777791 0.10 0.25 -0.14 -0.936
H 0.843150 0.134943 -5.180066 0.02 -0.09 -0.02 0.462
H -0.151964 0.882619 -4.293918 -0.06 -0.29 0.12 0.473
O -3.471406 0.442562 -3.109141 -0.14 0.05 -0.11 -0.946
H -3.688686 0.207511 -2.204023 0.06 -0.12 0.00 0.454
H -2.614922 0.887863 -3.057290 -0.31 0.09 -0.08 0.486
O 3.154548 -3.499992 4.397610 0.04 -0.16 0.18 -0.960
H 2.230302 -3.560934 4.131715 0.00 0.15 -0.02 0.479
H 3.383993 -2.586986 4.198976 0.00 0.01 -0.17 0.478
O -0.227738 -5.263496 4.505235 -0.07 -0.17 -0.02 -0.938
H 0.523057 -5.346902 3.910460 0.07 0.06 0.04 0.465
H -0.865306 -4.734558 4.015276 0.03 0.10 0.02 0.474
O 5.009205 1.054870 1.800988 0.07 0.03 -0.01 -0.958
H 4.518204 0.240347 1.981675 -0.03 0.00 -0.02 0.492
H 4.324391 1.710476 1.647809 -0.03 0.00 0.01 0.457
O -2.159008 2.748492 -4.834468 0.09 0.00 -0.13 -0.925
H -2.507667 3.629122 -4.998849 -0.09 0.01 0.09 0.468
H -1.231823 2.892147 -4.626479 0.00 0.06 0.06 0.459
O -3.701572 4.307131 -1.017084 0.00 0.09 0.01 -0.951
H -4.434909 3.961066 -0.502043 -0.02 -0.01 0.01 0.465
H -2.919844 3.896136 -0.630915 0.09 -0.09 -0.03 0.484
O -1.815702 -2.200749 -3.584730 0.06 -0.16 0.12 -0.976
H -0.913754 -2.396542 -3.291839 -0.09 0.00 -0.01 0.487
H -1.798158 -1.261402 -3.789751 -0.09 0.02 -0.11 0.478
```
Forces are in eV/Å.

## Properties
- Charge: -1
- ΔE to the lowest compared entry with this formula, charge and spin: 1.070 eV
- 2S+1: 1
- HOMO-LUMO gap: 9.3 eV
- Lowest unoccupied orbital energy: 1.64 eV
- Electronic energy: -1849.7074 Eh
- Highest occupied orbital energy: -7.7 eV


[2]
This record from the Open Molecules 2025 dataset describes a cluster of 15 separate species, C4H28BO22 in total. The level of theory is wB97M-V/def2-TZVPD.

```
55
Properties=species:S:1:pos:R:3:forces:R:3:nbo_charge:R:1
O 11.721280 -16.172910 -4.897160 1.37 2.62 -0.31 -0.610
C 12.372420 -15.173090 -5.255160 -2.27 -2.76 2.51 0.677
O 12.667010 -14.922500 -6.450550 0.61 0.39 -3.15 -0.646
B 13.475050 -13.684020 -6.612120 1.01 0.08 0.07 1.172
O 13.560910 -13.140960 -5.237190 -1.40 -1.86 1.99 -0.658
C 12.926480 -14.052950 -4.373910 1.13 0.11 -0.07 0.704
O 12.886630 -14.151370 -3.164660 0.23 1.41 -1.89 -0.558
O 12.866680 -12.763190 -7.531520 -0.97 1.10 -1.48 -0.672
C 13.540310 -12.577360 -8.679450 -0.71 0.48 0.35 0.711
O 13.172500 -11.916940 -9.628780 0.53 -1.01 1.05 -0.574
C 14.863990 -13.339080 -8.494770 3.00 -1.73 0.35 0.690
O 14.775640 -13.971130 -7.249400 0.57 1.02 -2.53 -0.646
O 15.844870 -13.398560 -9.273930 -3.72 0.30 2.69 -0.576
O 15.543210 -9.563390 -10.240350 0.04 0.35 -0.17 -0.944
H 15.434370 -10.374710 -10.736480 -0.06 -0.29 -0.06 0.473
H 15.639680 -9.848780 -9.331790 0.02 -0.08 0.24 0.472
O 11.778410 -17.222520 -8.167830 -0.30 -0.59 0.06 -0.988
H 11.862560 -16.689370 -8.958330 0.14 0.24 -0.05 0.490
H 11.967400 -16.618490 -7.449730 0.21 0.48 0.22 0.487
O 18.213070 -15.015900 -9.368720 0.53 -0.46 -0.01 -0.956
H 18.392230 -14.572600 -10.197950 -0.02 0.13 -0.12 0.458
H 17.329280 -14.734480 -9.132200 -0.37 0.31 0.12 0.491
O 15.799580 -11.319880 -4.384950 0.80 -0.19 -0.09 -0.951
H 15.701490 -11.363960 -3.433810 -0.14 0.10 0.11 0.451
H 14.942010 -11.036250 -4.701760 -0.32 0.26 0.12 0.491
O 9.663160 -14.569100 -8.251650 -0.38 0.35 -0.05 -0.948
H 10.215800 -15.200160 -8.712710 0.22 -0.24 -0.13 0.481
H 10.056820 -14.495530 -7.382250 0.14 -0.09 0.19 0.465
O 13.175320 -18.051440 -3.173100 0.34 0.07 0.43 -0.952
H 13.221910 -19.007250 -3.195080 -0.01 -0.16 -0.06 0.460
H 12.387300 -17.838020 -3.672820 -0.23 0.10 -0.43 0.491
O 12.133210 -11.385450 -12.708140 -0.15 -0.18 -0.36 -0.950
H 12.224390 -10.436550 -12.621590 0.02 0.21 0.09 0.470
H 12.672490 -11.743660 -12.003090 0.16 -0.03 0.40 0.481
O 13.459190 -9.767900 -4.614940 0.47 0.31 0.03 -0.969
H 12.805950 -10.351880 -5.000270 -0.54 -0.29 -0.22 0.501
H 12.978050 -9.274810 -3.950420 -0.01 0.10 0.12 0.466
O 12.059330 -19.004960 -6.020270 -0.08 -0.47 0.56 -0.960
H 12.880070 -19.384820 -6.333820 0.17 -0.01 -0.08 0.461
H 11.821350 -18.362570 -6.688800 -0.13 0.03 -0.35 0.491
O 12.049730 -15.308020 -10.123970 0.04 -0.05 -0.04 -0.965
H 12.128800 -15.873300 -10.892370 0.11 -0.16 -0.33 0.482
H 11.943690 -14.427380 -10.483780 -0.13 0.45 0.03 0.500
O 14.081220 -13.870520 -0.585110 0.27 0.28 0.54 -0.942
H 13.308430 -13.306010 -0.566250 -0.20 0.04 -0.08 0.459
H 13.773070 -14.686090 -0.980240 -0.06 -0.25 -0.23 0.486
O 10.671450 -15.868570 -1.826790 -0.28 -0.15 0.45 -0.947
H 11.146260 -15.811620 -2.655980 0.35 -0.07 -0.44 0.490
H 10.243940 -15.016970 -1.736060 -0.06 0.17 0.01 0.453
O 15.953410 -14.247330 -2.924500 0.44 -0.41 -0.10 -0.932
H 15.021470 -14.216930 -3.140800 -0.16 0.11 0.15 0.468
H 16.166870 -13.353530 -2.656550 -0.01 0.07 0.01 0.461
O 11.073900 -10.991530 -5.280360 -0.11 -0.03 0.06 -0.951
H 10.659850 -11.516920 -5.965020 0.06 -0.16 -0.41 0.490
H 10.399110 -10.898960 -4.607810 -0.14 0.05 0.24 0.475
```
Forces are in eV/Å.

## Properties
- Charge: -1
- ΔE to the lowest compared entry with this formula, charge and spin: 1.808 eV
- 2S+1: 1
- HOMO-LUMO gap: 9.8 eV
- Lowest unoccupied orbital energy: 1.78 eV
- Electronic energy: -1849.6803 Eh
- Highest occupied orbital energy: -8.0 eV


[3]
This record from the Open Molecules 2025 dataset describes a cluster of 12 separate species, C4H28O12 in total. The level of theory is wB97M-V/def2-TZVPD.

```
44
Properties=species:S:1:pos:R:3:forces:R:3:nbo_charge:R:1
C -3.429913 -0.637199 0.928336 0.01 -0.19 -1.34 -0.385
C -2.369979 0.062265 0.560312 1.42 0.85 1.76 -0.238
C -1.443101 0.625058 1.601803 -0.36 0.08 -0.46 0.256
C -0.714723 -0.075094 2.444713 0.51 -1.23 1.08 -0.476
O -1.377143 2.019138 1.492683 0.03 -0.04 0.35 -0.745
H -3.679349 -0.801927 1.964283 0.04 -0.06 0.05 0.215
H -4.031707 -1.087866 0.145138 -0.34 0.03 0.24 0.199
H -1.948357 0.369935 -0.391639 -0.97 -0.49 -0.51 0.230
H 0.031246 0.210546 3.181407 -0.15 1.08 -0.31 0.225
H -0.785718 -1.154297 2.542056 -0.51 -0.01 -0.71 0.225
H -1.582358 2.359456 2.371304 0.18 0.10 -0.06 0.490
O -1.803858 -4.931012 1.131036 0.37 -0.20 0.02 -0.976
H -2.716111 -4.644121 1.051790 0.05 0.10 -0.06 0.455
H -1.271168 -4.264847 0.647876 -0.61 -0.10 0.24 0.500
O -1.988642 -1.633314 -3.378295 -0.35 0.57 0.03 -0.960
H -1.080836 -1.843066 -3.599827 0.26 -0.47 0.07 0.484
H -2.388241 -2.434599 -3.031463 0.26 -0.14 0.01 0.477
O 1.584867 4.214568 -0.820030 0.86 -0.01 -0.50 -0.961
H 1.428213 3.999305 0.102448 -0.36 0.16 -0.01 0.487
H 0.736782 4.470825 -1.211275 -0.23 -0.05 0.62 0.519
O -1.042706 4.112009 -0.499310 -0.12 -0.32 0.03 -0.959
H -0.939271 3.149172 -0.556900 -0.16 0.04 -0.13 0.494
H -1.166533 4.213150 0.450161 -0.16 0.19 -0.02 0.479
O -1.068902 -2.706682 -0.239343 -0.05 -0.88 -0.34 -1.015
H -1.870832 -2.177895 -0.292611 0.61 0.43 0.09 0.489
H -0.224740 -2.218300 -0.251567 -0.44 0.32 0.29 0.510
O 2.851777 0.605541 0.527035 0.32 0.89 -0.29 -0.995
H 2.889558 1.046626 -0.348291 0.08 -0.41 -0.13 0.510
H 2.952412 1.382787 1.088228 0.04 0.22 0.00 0.469
O 0.254731 0.727127 -1.086126 0.68 -0.50 -1.91 -0.968
H -0.068351 0.125489 -1.786394 -0.93 0.02 0.63 0.480
H 1.079182 0.924515 -1.598945 -0.06 0.81 0.95 0.503
O 1.076340 -2.967183 -2.523393 0.13 0.15 -1.19 -0.977
H 0.758972 -3.700596 -1.993115 -0.10 0.35 0.43 0.485
H 1.185825 -2.173561 -1.988189 -0.01 -0.55 0.65 0.486
O 1.316707 -1.480471 -0.019466 -0.85 -0.52 -0.63 -1.024
H 1.035513 -0.542230 -0.112306 0.79 -0.30 0.50 0.524
H 2.195591 -1.614153 0.332390 0.03 0.61 0.12 0.507
O 2.939785 0.741683 3.257485 0.68 -0.48 -0.38 -0.945
H 2.932200 0.462941 2.328953 -0.59 -0.23 0.41 0.471
H 3.759137 0.290665 3.507501 -0.14 0.28 0.58 0.466
O 2.610182 2.021578 -1.826002 -0.25 -1.00 0.27 -1.030
H 2.168972 2.856253 -1.529996 0.47 0.42 -0.41 0.520
H 3.204547 2.097787 -2.572454 -0.06 0.50 -0.02 0.500
```
Forces are in eV/Å.

## Properties
- Charge: 0
- ΔE to the lowest compared entry with this formula, charge and spin: 1.334 eV
- 2S+1: 1
- HOMO-LUMO gap: 9.5 eV
- Lowest unoccupied orbital energy: -0.05 eV
- Electronic energy: -1072.0222 Eh
- Highest occupied orbital energy: -9.6 eV


[4]
This record from the Open Molecules 2025 dataset describes a cluster of 9 separate species, C4H29N2O9 in total. The level of theory is wB97M-V/def2-TZVPD.

```
44
Properties=species:S:1:pos:R:3:forces:R:3:mulliken_spin:R:1
C -2.593396 0.580644 -1.282055 0.85 1.42 2.49 0.069
O -2.131271 1.914634 -1.489236 1.14 0.93 -1.71 0.017
C -1.578367 -0.119517 -0.266513 -2.06 -1.73 -3.94 -0.097
C -1.754294 -1.667606 -0.697092 -1.52 2.47 -0.66 0.037
C -0.590451 -2.515732 -0.400894 0.75 -3.36 -0.66 0.490
N -0.544721 -2.694860 1.108481 2.10 0.15 0.11 0.244
N -1.813182 0.041792 1.174483 -3.83 -0.71 -0.21 0.129
H -3.440180 0.917861 -0.659048 -0.86 -1.41 -0.87 0.001
H -2.650271 -0.072541 -2.181395 -0.62 1.18 0.73 0.005
H -1.401752 2.023902 -2.171771 -1.22 -1.00 0.83 0.006
H -0.707667 0.393042 -0.636348 1.01 -0.77 0.74 0.013
H -2.718894 -1.939144 -0.178153 0.97 -0.35 -0.30 -0.026
H -2.066701 -1.647443 -1.796151 0.98 -0.35 1.41 -0.012
H -0.698055 -3.544220 -1.010799 0.07 1.88 1.62 -0.086
H 0.341776 -2.101339 -0.911887 -0.91 -0.19 1.30 -0.049
H -0.657617 -3.658274 1.496525 0.02 0.91 -1.13 -0.059
H 0.424712 -2.405839 1.472100 -1.56 -0.41 -0.71 -0.060
H -0.910056 -0.129197 1.553025 1.09 -0.27 1.75 -0.052
H -2.527097 -0.792120 1.457773 2.41 2.47 -0.39 -0.051
H -2.228669 0.997754 1.462805 0.78 -1.27 -0.31 -0.011
H 2.667787 1.193593 -2.021747 -2.03 -2.60 0.02 0.029
H 2.402035 0.146030 -0.974459 -0.44 -0.40 -0.20 0.185
O 2.088132 0.311274 -1.900093 2.72 3.09 0.38 -0.147
H 1.270261 -0.389089 3.523814 1.53 -1.36 2.64 -0.028
H 1.372142 -0.235288 2.057781 -0.53 0.62 0.96 0.171
O 0.796662 -0.000084 2.848607 -1.09 0.94 -3.67 0.076
H 3.934462 -0.438402 0.764218 0.54 0.59 0.17 0.085
H 2.648753 -1.104196 0.694560 0.13 1.25 0.18 0.026
O 3.006150 -0.156070 0.830098 -0.73 -1.93 -0.51 -0.092
H 2.930858 -3.447279 -0.402488 -2.27 -3.16 -2.77 0.045
H 4.256779 -2.580992 -0.461745 -2.22 -0.86 1.03 -0.032
O 3.401477 -2.848827 0.064410 4.43 3.93 1.74 -0.021
H 3.801547 3.614080 -0.421191 0.56 0.72 0.03 -0.051
H 2.358095 3.833122 0.304162 2.34 -2.07 -1.75 0.003
O 2.999759 3.163725 -0.196243 -2.94 1.29 1.61 0.099
H 0.310523 1.919511 0.462831 0.51 0.01 0.13 0.016
H -0.989208 2.308520 -0.251846 0.18 0.58 0.28 0.026
O -0.376047 2.591459 0.465006 -0.47 -0.08 0.00 0.027
H -2.326030 3.076862 2.242262 0.01 -0.09 0.25 -0.003
H -3.178126 2.181465 3.214940 0.23 0.19 0.49 -0.009
O -3.130298 2.546550 2.333928 0.02 -0.28 -0.87 0.025
H -0.251946 -0.027073 -3.690552 -0.46 -1.52 -3.15 0.007
H 0.582283 0.337262 -2.627537 1.28 0.34 1.27 0.057
O -0.329900 0.422054 -2.902565 -0.88 1.20 1.63 -0.002
```
Forces are in eV/Å.

## Properties
- Charge: 0
- ΔE to the lowest compared entry with this formula, charge and spin: 3.618 eV
- 2S+1: 2
- HOMO-LUMO gap (spin up / spin down): 2.8 / 9.9 eV
- Lowest unoccupied orbital energy (spin up / spin down): 0.24 / 0.14 eV
- Electronic energy: -956.2507 Eh
- Highest occupied orbital energy (spin up / spin down): -2.6 / -9.8 eV